Entry 1:
{"formula": "C38H50BrF6N2O21", "method": "ωB97M-V/def2-TZVPD", "molar_mass_g_mol": 1064.703, "max_force_ev_per_a": 5.9, "energy_ha": -6340.17137, "lumo_energy_ev": -4.3, "charge": 1, "de_lowest_kcal_mol": 192.8, "e_homo_ev": -10.05, "orbital_gap_ev": 5.71, "species": ["Br", "F", "F", "F", "F", "F", "F", "O", "O", "O", "O", "O", "O", "O", "O", "O", "O", "O", "O", "O", "O", "O", "O", "O", "O", "O", "O", "O", "N", "N", "C", "C", "C", "C", "C", "C", "C", "C", "C", "C", "C", "C", "C", "C", "C", "C", "C", "C", "C", "C", "C", "C", "C", "C", "C", "C", "C", "C", "C", "C", "C", "C", "C", "C", "C", "C", "C", "C", "H", "H", "H", "H", "H", "H", "H", "H", "H", "H", "H", "H", "H", "H", "H", "H", "H", "H", "H", "H", "H", "H", "H", "H", "H", "H", "H", "H", "H", "H", "H", "H", "H", "H", "H", "H", "H", "H", "H", "H", "H", "H", "H", "H", "H", "H", "H", "H", "H", "H"], "xyz": [[-7.48320, 4.83043, -0.97592], [7.15946, 4.02917, -4.95222], [4.71809, -1.10402, 2.62288], [0.54175, -5.38004, 12.06097], [1.29892, -7.07086, 3.39269], [2.30728, -8.13060, -1.31653], [-2.19137, -3.58535, 6.11860], [2.47433, -4.23467, 12.11716], [0.01534, -5.74510, -0.43153], [-3.63286, -0.96017, -1.54268], [1.94492, -2.01936, 5.85088], [4.67347, -3.80863, 11.79364], [-2.07608, -0.47796, -3.15449], [1.10289, -4.76131, 1.29223], [-0.25697, -2.44304, 6.17427], [3.64193, -5.43313, 10.60319], [2.99394, 2.54271, -5.15749], [3.81055, 4.64877, -5.30441], [2.39017, 2.50749, 1.54749], [3.89715, 0.94034, 2.17661], [1.98307, -6.58493, 0.28136], [-7.92014, 2.52729, -3.21444], [1.37748, -6.95482, 5.63369], [0.90764, -3.64423, 4.66150], [5.22808, 2.90099, -5.16162], [1.69656, 0.44473, 2.17211], [1.71214, -7.64498, 7.76236], [2.65988, -8.76516, 6.04062], [-2.21106, 6.25919, -2.42170], [-6.17965, 4.23217, -3.60012], [-0.02083, 1.90564, -5.42313], [-6.98699, 1.42261, -3.06062], [2.34443, -6.00593, 10.68785], [5.12434, 5.17853, -5.19027], [0.95571, -2.64682, 5.58796], [1.36554, -7.57011, -0.52208], [-1.52194, 5.28805, -1.46201], [-0.53845, 0.57969, -0.28985], [-0.98869, 0.64621, -5.09383], [1.04109, -5.61698, 0.45618], [-3.47854, 5.59304, -2.80916], [-1.19585, 4.22255, -4.94721], [2.63989, 1.39889, 1.92825], [0.38043, -6.78527, -1.32789], [-0.93195, 3.07546, -6.06406], [3.68902, -4.43524, 11.53105], [-4.67313, 5.50877, -1.82182], [-5.99543, 4.82588, -2.30704], [-1.93086, 0.62897, -0.72271], [-1.28195, 0.69545, -3.51396], [-2.55475, 4.98524, -5.34743], [1.89736, -7.77789, 6.58795], [-7.42155, 3.54724, -4.08502], [1.54210, -4.89545, 11.28614], [5.97313, 4.01859, -5.60245], [2.43041, 4.70779, -2.14283], [3.92569, 3.29454, -5.20132], [0.95006, 4.20628, -1.67054], [3.72470, -0.24049, 2.93699], [0.06567, 5.51801, -1.38128], [-0.39047, -4.21500, 4.74674], [-2.58291, -0.30460, -1.83673], [-5.05463, 4.28055, -4.54585], [-1.19155, -3.10338, 5.34387], [2.51795, -8.65534, 4.63128], [2.11725, -7.22498, 4.46158], [2.40074, -0.75365, 2.47194], [-3.69666, 4.94198, -4.23545], [0.82344, -6.35016, -2.22812], [0.44410, 2.23476, -4.42248], [2.47771, -1.36426, 1.56758], [-1.23629, 3.80596, -3.88693], [-7.12601, 1.03499, -1.97892], [5.25690, 6.04398, -5.84113], [-8.22201, 4.37566, -4.19825], [0.37720, 6.37027, -2.09000], [-5.88540, 1.70402, -3.16175], [3.76533, -0.00131, 4.00348], [0.30414, 5.85835, -0.29995], [6.14239, 3.94531, -6.68069], [-5.20279, 3.82725, -5.59524], [1.13576, -4.18966, 10.55560], [0.91592, -8.33624, 0.11645], [-2.27906, 6.10090, -5.48377], [-1.76135, 4.22280, -1.84182], [1.13587, 3.56725, -0.72484], [1.97939, -6.29939, 9.70206], [-0.75554, -4.50844, 3.76124], [3.45435, -8.88901, 4.12260], [5.30346, 5.48582, -4.15597], [-1.89504, 1.64616, -3.27016], [2.38026, -6.89245, 11.32739], [0.78571, 1.63259, -6.18052], [0.15021, 1.40227, -0.71299], [-2.61281, 1.40833, -0.21081], [-0.48868, -7.37828, -1.61628], [-1.96606, 2.71256, -6.41554], [1.74812, -9.35267, 4.28841], [-1.98951, 0.70972, -5.64892], [-0.11162, -0.19660, 0.42925], [-0.26630, 0.74060, -2.96419], [-0.32259, 4.97182, -5.07205], [3.02509, 5.11241, -1.23735], [-0.40327, 3.48768, -6.99071], [3.02010, 3.88511, -2.68143], [-7.24186, 3.16741, -5.16471], [-1.99441, 5.38216, -0.41787], [-0.46342, -0.32738, -5.39824], [-3.00737, 4.60901, -6.33872], [-2.47465, 7.06893, -1.82217], [2.27902, 5.57031, -2.88096], [-0.35549, -5.10109, 5.38637], [-7.27270, 0.54984, -3.76163], [2.95707, -6.52807, 4.38834], [1.88479, -1.33027, 3.24057], [0.51314, 3.51260, -2.47370], [-1.59717, -2.39776, 4.61272], [-4.56014, 5.94257, -0.77564]], "lowdin_charge": [0.7706, 0.0860, 0.0864, 0.0757, 0.0741, 0.0825, 0.0843, 0.1384, 0.0776, 0.0254, 0.1573, 0.1689, -0.0364, 0.1527, 0.1456, 0.0757, 0.1488, 0.0559, 0.1487, 0.1473, 0.1352, -0.2155, 0.1253, 0.0635, 0.1481, 0.0481, 0.1694, 0.0885, -0.0093, -0.0804, -0.1849, -0.0784, -0.0688, -0.0647, -0.5329, -0.3241, -0.2013, 0.0397, -0.1473, -0.5355, -0.1216, -0.1750, -0.5283, -0.0648, -0.1848, -0.5316, 0.0252, -0.4674, -0.0612, -0.2039, -0.1576, -0.5135, -0.2007, -0.3245, -0.3208, -0.1074, -0.5380, -0.2308, -0.3127, -0.1761, -0.0682, -0.3670, 0.0740, -0.3194, -0.0620, -0.3156, -0.0574, -0.0398, 0.1498, 0.0875, 0.1511, 0.0714, 0.1180, 0.1456, 0.1657, 0.1138, 0.0927, 0.1810, 0.1253, 0.1787, 0.1476, 0.1752, 0.1770, 0.1327, 0.1081, 0.0944, 0.1156, 0.1435, 0.1475, 0.1484, 0.1278, 0.1514, 0.1070, 0.0688, 0.1222, 0.1457, 0.0973, 0.1494, 0.1105, 0.0760, 0.1243, 0.1314, 0.0939, 0.1191, 0.0680, 0.1574, 0.1242, 0.1245, 0.1161, 0.1265, 0.0688, 0.1365, 0.1158, 0.1849, 0.1244, 0.0759, 0.1765, 0.1163]}

Entry 2:
{"formula": "C38H50F5NO20", "method": "ωB97M-V/def2-TZVPD", "molar_mass_g_mol": 935.795, "max_force_ev_per_a": 1.4, "energy_ha": -3536.90024, "lumo_energy_ev": 0.4, "smiles": "C=C[C@@]1(N)OC(=O)O[C@H]1CCOCCOc1ccc(C(C)(C)CC(C)(C)C)cc1.O=C1OC[C@@H](F)O1.O=C1OC[C@@H](F)O1.O=C1OC[C@@H](F)O1.O=C1OC[C@@H](F)O1.O=C1OC[C@@H](F)O1", "e_homo_ev": -8.72, "orbital_gap_ev": 9.09, "species": ["F", "F", "F", "F", "F", "O", "O", "O", "O", "O", "O", "O", "O", "O", "O", "O", "O", "O", "O", "O", "O", "O", "O", "O", "O", "N", "C", "C", "C", "C", "C", "C", "C", "C", "C", "C", "C", "C", "C", "C", "C", "C", "C", "C", "C", "C", "C", "C", "C", "C", "C", "C", "C", "C", "C", "C", "C", "C", "C", "C", "C", "C", "C", "C", "H", "H", "H", "H", "H", "H", "H", "H", "H", "H", "H", "H", "H", "H", "H", "H", "H", "H", "H", "H", "H", "H", "H", "H", "H", "H", "H", "H", "H", "H", "H", "H", "H", "H", "H", "H", "H", "H", "H", "H", "H", "H", "H", "H", "H", "H", "H", "H", "H", "H"], "xyz": [[11.49075, 2.59395, -1.86857], [-11.98617, 3.86253, 0.60925], [-2.08705, -3.61607, 4.77821], [-9.86484, -0.41464, 0.55178], [-0.26023, 1.13397, 7.08010], [1.66139, -1.38040, 5.58886], [8.42011, 2.42116, 1.33973], [1.33046, -3.31108, 4.47518], [3.97386, -0.86596, -4.12083], [-6.45803, 0.07967, 0.31852], [10.61458, 1.92530, 1.39138], [-9.50370, 3.79999, 2.99543], [-0.42382, -2.14528, 5.20298], [6.12679, -0.42562, -4.49745], [-8.31305, 0.40831, -0.86838], [9.73283, 2.79820, -0.46466], [4.61442, -0.11773, -6.15535], [-6.35436, 1.26791, -1.59037], [3.46894, -4.00945, -1.73302], [-0.48621, 1.03566, 9.32481], [-10.74319, 2.39483, 1.79556], [-0.77242, -1.15624, 9.60322], [-1.06152, 0.23059, 11.35458], [0.16625, -3.87596, -0.19527], [-9.03570, 1.60061, 3.03707], [5.50847, 0.95187, -2.77375], [4.87510, -0.42922, -5.04082], [5.91694, -0.40990, -3.05382], [-2.05397, 0.96333, -5.36108], [3.79435, -3.71381, -3.08123], [11.13874, 2.90984, -0.60040], [4.70611, -1.35838, -2.99426], [-1.32754, 3.15459, -4.42521], [0.17437, -4.11976, 4.22437], [2.32227, -3.35289, -1.22805], [-7.54188, -0.43826, 1.10599], [-2.49019, 1.42166, -2.94196], [-2.00510, 1.25881, -1.48784], [-6.97370, 0.65061, -0.79153], [-0.08139, -1.54706, 0.26585], [-3.28317, 1.36646, -0.61120], [-0.36197, -2.64002, -0.53589], [-9.69252, 2.50845, 2.64755], [1.15439, -4.32357, -1.11820], [7.82113, -0.12919, -1.45260], [-1.16917, -2.49426, -1.65182], [0.93754, -2.19849, 5.13137], [-10.38625, 4.60913, 2.21129], [-0.61535, -0.30585, -0.05533], [-1.42714, -0.12178, -1.17644], [-0.56986, -0.94691, 8.20201], [-0.93819, -3.09645, 4.28626], [-0.06856, 1.06359, -3.86912], [-1.05691, 2.39437, -1.04515], [-0.80366, 0.05285, 10.21421], [-8.62140, -0.61659, 0.06029], [11.64562, 1.89843, 0.40282], [-11.46259, 3.61453, 1.83034], [5.02845, -2.82872, -3.18435], [-1.46518, 1.65766, -4.09207], [-1.69327, -1.24384, -1.96191], [9.47835, 2.38368, 0.81591], [0.07683, 0.42037, 8.17861], [7.16344, -0.86105, -2.34999], [8.45137, -0.63598, -0.72838], [-0.72046, 3.69488, -3.69939], [5.38369, 1.09919, -1.77788], [-3.14626, 0.58466, -3.18095], [-1.53278, -0.93534, 7.69018], [-12.27686, 3.52660, 2.55161], [-3.68629, 2.37813, -0.63075], [-7.25143, -1.36668, 1.58981], [-3.12361, 0.77127, -5.25754], [-0.87399, 3.25786, -5.41360], [0.71132, -4.53572, -2.09804], [-4.01871, 0.65414, -0.98339], [-2.31032, -1.18158, -2.84862], [2.54874, -2.99278, -0.21845], [2.06407, -2.47012, -1.82135], [-3.06218, 1.05659, 0.41345], [-0.38680, 0.53926, 0.58180], [11.70447, 0.90406, -0.04230], [4.17160, -1.13894, -2.06771], [-10.75225, 5.45001, 2.79269], [-0.01030, 2.10021, -1.13633], [-1.38014, -3.34755, -2.28410], [-9.86054, 4.97211, 1.32722], [0.51489, 1.66009, -3.16733], [6.25811, 1.57185, -3.06153], [12.60345, 2.16136, 0.84198], [0.47363, 1.11653, -4.81913], [-0.08949, 0.01654, -3.57511], [7.84812, 0.95397, -1.43915], [-3.15229, 2.29386, -2.92416], [11.43645, 3.93987, -0.39736], [1.53156, -5.27027, -0.72936], [5.81430, -3.16184, -2.50837], [-1.23673, 3.30331, -1.61379], [0.05698, -1.72531, 7.78181], [2.95863, -3.24258, -3.60766], [1.16343, 0.40953, 8.27278], [-2.32217, 3.60027, -4.50427], [0.06833, -4.86083, 5.01790], [5.42530, -2.94602, -4.19908], [0.54016, -1.64927, 1.14831], [0.25392, -4.61809, 3.26238], [3.99909, -4.65916, -3.59020], [-7.83218, 0.29792, 1.85670], [-1.14836, -2.60110, 3.33659], [7.56106, -1.83626, -2.61374], [-1.86623, 1.53414, -6.26902], [-8.60311, -1.57898, -0.45526], [-1.20867, 2.59171, 0.01869], [-1.59372, -0.02391, -5.46621]], "lowdin_charge": [0.0781, 0.0829, 0.0805, 0.0809, 0.0792, 0.1820, 0.1858, 0.0783, 0.0811, 0.0675, 0.0729, 0.0803, 0.1126, 0.0928, 0.1321, 0.1136, 0.1754, 0.1706, -0.1224, 0.1308, 0.1339, 0.0733, 0.1821, -0.0733, 0.1665, 0.1323, -0.5514, -0.4617, -0.0508, -0.1937, -0.3158, -0.2130, -0.0620, -0.0391, -0.1940, -0.0375, -0.1166, -0.4664, -0.5513, -0.0089, -0.0402, -0.3087, -0.5388, -0.1608, 0.0495, 0.0047, -0.5557, -0.0447, -0.0183, -0.1761, -0.0560, -0.3059, -0.0477, -0.0386, -0.5529, -0.3099, -0.0510, -0.3112, -0.0883, -0.5456, -0.0177, -0.5575, -0.3136, -0.0666, 0.0676, 0.0709, 0.0987, 0.0970, 0.1464, 0.1739, 0.0936, 0.1414, 0.0748, 0.0778, 0.1257, 0.0680, 0.1120, 0.1343, 0.1237, 0.0891, 0.1129, 0.1445, 0.1676, 0.1401, 0.0747, 0.1208, 0.1465, 0.0731, 0.1022, 0.1403, 0.0910, 0.0717, 0.0587, 0.1233, 0.1737, 0.1323, 0.1219, 0.0783, 0.1209, 0.1307, 0.1744, 0.0859, 0.1455, 0.1399, 0.1143, 0.1401, 0.1267, 0.1114, 0.1696, 0.1117, 0.0744, 0.1710, 0.0804, 0.0784]}